(1)
Below is a cluster of 3 separate species, C27H29BClN5O7 in total, with properties calculated with ωB97M-V with the def2-TZVPD basis set.

Each line ends with the natural charge from an NBO analysis.
Element x y z (Å)
C 2.41 0.42 -3.89  0.19
H 5.61 -6.13 -5.07  0.17
H 6.42 -2.10 -2.01  0.24
C 2.11 -4.33 -4.90  -0.18
H 4.21 -2.05 -6.26  0.22
H -6.12 2.25 4.98  0.25
H -4.04 4.94 3.44  0.24
H 0.91 -0.92 -0.58  0.22
O -6.36 5.66 6.79  -0.37
C -6.42 0.93 8.09  -0.18
C -6.23 2.20 6.06  -0.21
N -1.07 1.53 2.61  0.52
C -3.18 1.79 1.38  -0.22
H 5.05 -2.45 -3.04  0.24
N 1.05 -1.34 -3.08  -0.38
C 0.69 0.76 -1.98  -0.46
H 1.85 -5.38 -4.95  0.21
C 2.03 0.71 0.25  -0.40
N 3.08 -0.27 -4.75  -0.37
H 4.94 -2.84 -1.33  0.20
C -4.66 3.62 1.88  -0.18
H -6.53 4.25 8.75  0.25
O 5.36 -4.78 -6.64  -0.72
H -0.04 0.42 -0.01  0.23
C 2.74 -1.59 -4.77  0.08
C -6.46 3.33 8.18  -0.21
H 4.14 0.91 0.33  0.19
H -2.94 0.91 0.80  0.25
C 3.39 0.67 -0.43  -0.23
C 1.40 -0.08 -3.01  0.20
C -6.51 2.11 8.82  -0.21
C -4.36 2.48 1.13  -0.21
H 5.65 -4.42 -4.60  0.18
C -2.33 2.25 2.37  0.08
C 1.42 -3.50 -4.04  -0.19
O -6.21 4.65 4.90  -0.39
C 5.91 -5.13 -5.38  -0.25
C 5.34 -2.12 -2.04  -0.71
C 1.73 -2.12 -3.96  0.11
C -2.62 3.37 3.12  -0.21
H -1.95 3.71 3.89  0.25
O -0.35 1.94 3.50  -0.37
H 3.47 1.45 -1.17  0.23
C 0.86 0.17 -0.57  -0.40
C 3.43 -2.47 -5.64  -0.11
H 3.68 -1.38 -0.27  0.38
H 0.64 -3.88 -3.40  0.22
H -6.62 2.07 9.90  0.22
H -6.46 -0.02 8.59  0.22
H -5.03 2.14 0.36  0.22
Cl 2.79 2.13 -3.83  0.01
C -6.33 3.36 6.81  0.08
H 3.67 -6.32 -7.75  0.50
H -0.37 0.75 -2.21  0.23
H -6.20 0.07 6.14  0.22
O 3.29 -5.45 -7.63  -0.89
N -6.30 4.66 6.12  0.52
C 4.80 -0.75 -1.78  0.68
N 3.69 -0.65 -0.97  -0.63
H 7.00 -5.12 -5.48  0.19
O 5.31 0.21 -2.30  -0.60
O -0.83 0.56 1.91  -0.39
H 2.10 0.07 1.14  0.20
H -5.58 4.16 1.68  0.23
B 3.99 -4.73 -6.69  1.16
H 1.02 1.79 -2.02  0.23
C 3.15 -3.82 -5.71  -0.41
C -6.28 0.98 6.71  -0.21
C -3.80 4.06 2.87  -0.20
H 1.85 1.71 0.63  0.21

Properties
**Gap between HOMO and LUMO**: 8.252 eV
**Net charge**: 0
**Highest occupied orbital energy**: -8.97 eV
**E_LUMO**: -0.716 eV
**Largest force on an atom**: 0.0179 hartree/bohr
**SMILES**: COB(O)c1ccc2nc(CCCCNC(C)=O)c(Cl)nc2c1.O=[N+]([O-])c1ccccc1.O=[N+]([O-])c1ccccc1
**2S+1**: 1

(2)
Below is a structure of composition C29H24BrEuN5O5S in a non-equilibrium geometry, with properties calculated with ωB97M-V with the def2-TZVPD basis set.

Each line ends with the Löwdin spin population.
Element x y z (Å)
C -15.83 -6.44 -1.33  0.00
C -13.68 -6.72 1.32  0.00
H -13.24 -7.39 0.61  0.00
H -15.49 -4.29 3.68  0.00
H -16.53 -5.67 -0.82  0.00
H -22.93 -10.04 -5.54  0.00
H -18.65 -4.59 -4.56  0.00
N -19.47 -6.19 -0.58  0.00
H -24.24 -4.52 -0.51  0.00
N -18.57 -7.61 -2.26  -0.01
C -23.80 -5.47 -0.20  0.00
C -14.03 -8.10 -2.73  0.00
O -20.21 -8.54 -0.09  -0.01
C -22.51 -9.49 -3.46  0.00
H -18.08 -8.63 -3.87  0.00
C -14.94 -4.98 3.11  0.00
O -14.27 -9.61 1.50  0.00
H -12.93 -4.27 3.52  0.00
H -26.39 -5.22 0.16  0.00
C -19.02 -6.40 -1.87  0.00
C -15.46 -6.15 -2.66  0.00
C -14.51 -6.93 -3.31  0.00
C -13.50 -4.96 2.94  0.00
H -13.96 -9.27 -0.95  0.00
Eu -18.26 -9.63 -0.64  7.03
C -15.76 -7.90 0.71  0.00
C -24.18 -7.66 0.79  0.00
C -12.92 -5.82 2.02  0.00
O -16.20 -10.30 0.65  -0.01
C -15.09 -6.73 1.42  0.00
Br -18.62 -11.90 -3.95  0.00
O -17.14 -7.79 0.73  -0.01
C -18.15 -6.60 -4.37  0.00
N -20.39 -10.28 -2.69  0.00
C -15.38 -9.37 1.03  0.00
H -20.90 -11.24 -5.83  0.00
C -22.78 -7.88 0.81  0.00
C -15.72 -5.90 2.35  0.00
C -21.96 -6.86 0.36  0.00
H -16.77 -5.94 2.67  0.00
H -13.26 -8.66 -3.23  0.00
H -15.69 -5.18 -2.96  0.00
H -23.29 -8.81 -3.25  0.00
H -17.54 -7.59 1.59  0.00
C -14.44 -8.44 -1.45  0.00
H -17.68 -6.61 -5.38  0.00
H -26.74 -6.73 0.83  0.00
H -14.22 -6.61 -4.32  0.00
O -19.60 -6.86 1.68  0.00
C -15.42 -7.63 -0.74  0.00
C -22.44 -5.64 -0.09  0.00
H -22.46 -8.80 1.20  0.00
H -21.47 -8.95 -1.60  0.00
C -22.29 -10.13 -4.68  0.00
C -21.47 -9.55 -2.52  0.00
N -26.05 -6.17 0.37  0.00
S -20.21 -7.15 0.39  0.00
C -18.53 -5.42 -3.87  0.00
C -24.71 -6.46 0.34  0.00
C -18.18 -7.66 -3.54  0.00
H -21.71 -4.94 -0.53  0.00
H -11.86 -5.78 1.85  0.00
N -18.98 -5.28 -2.64  0.00
H -24.76 -8.43 1.31  0.00
C -20.22 -10.97 -3.80  0.00
C -21.10 -10.85 -4.87  0.00

Properties
**Expectation value of S²**: 15.76
**Gap between HOMO and LUMO (alpha / beta)**: 7.642 / 8.091 eV
**Energy relative to the best compared isomer or geometry (same formula, charge and spin)**: 0.103 eV
**Net charge**: 0
**Highest occupied orbital energy (alpha / beta)**: -7.69 / -8.13 eV
**E_LUMO (alpha / beta)**: -0.045 / -0.038 eV
**Largest force on an atom**: 0.0673 hartree/bohr
**2S+1**: 8

(3)
Below is the molecule C8H13NO2 in a non-equilibrium geometry, with properties calculated with ωB97M-V with the def2-TZVPD basis set.

Each line ends with the natural charge from an NBO analysis.
Element x y z (Å)
H -0.60 -2.43 -0.71  0.10
C 2.99 1.41 0.00  -0.61
C -3.06 -0.50 -0.55  -0.61
C 0.73 0.17 -0.10  -0.15
H -1.73 -1.37 0.77  0.20
H 3.26 0.63 0.74  0.22
N 1.04 -0.25 2.44  -0.18
H -2.96 -1.24 -1.36  0.21
H 3.77 1.67 -0.72  0.22
O 0.58 0.51 3.43  -0.53
O -0.35 -1.79 -2.59  -0.50
C -1.70 -0.39 0.25  -0.39
H -1.76 0.45 0.89  0.22
H 2.43 2.30 0.35  0.22
C 0.86 -0.01 1.22  0.32
H 1.27 1.47 -1.61  0.19
C 1.82 0.75 -0.84  -0.40
C -0.51 -1.62 -1.45  0.47
H -3.27 0.47 -0.90  0.20
H 2.31 0.18 -1.59  0.22
H 0.33 -0.11 4.13  0.48
C -0.57 -0.22 -0.72  -0.35
H -3.89 -0.64 0.21  0.22
H -0.98 0.57 -1.29  0.23

Properties
**Gap between HOMO and LUMO**: 9.261 eV
**Energy relative to the best compared isomer or geometry (same formula, charge and spin)**: 5.211 eV
**Net charge**: 0
**Highest occupied orbital energy**: -8.59 eV
**E_LUMO**: 0.670 eV
**Largest force on an atom**: 0.0882 hartree/bohr
**SMILES**: CCC(=C=NO)[C@@H](C=O)CC
**2S+1**: 1

> The highest 2S+1 belongs to which entry?

C29H24BrEuN5O5S